[1]
Density functional theory data (ωB97M-V/def2-TZVPD) for a structure of composition C14H14BeN2O5S2Se.

```
39
Properties=species:S:1:pos:R:3:lowdin_charge:R:1
Be -1.5455 0.5258 0.3401 -0.0556
O -3.8747 -0.4771 -1.1787 -0.3738
S -2.8723 0.5584 -1.3677 0.4043
O -2.9954 1.3331 -2.5562 -0.2586
O -2.8231 1.4140 -0.0607 -0.3674
O -1.4700 -0.0429 -1.1588 -0.3166
Se -3.9119 -0.5525 1.7053 1.3803
N -2.1280 -0.5392 1.5816 -0.1967
C -1.6620 -1.5220 2.3667 -0.3019
C -0.3045 -1.8806 2.5306 -0.0133
C 0.0068 -2.8953 3.3874 -0.0602
C -0.9944 -3.5980 4.1091 -0.0711
C -2.3113 -3.2803 3.9719 -0.0105
C -2.6698 -2.2260 3.0977 -0.3647
N -3.9232 -1.8121 2.8768 -0.2226
H 0.4627 -1.3614 1.9783 0.0805
H 1.0435 -3.1776 3.5205 0.1093
H -0.6961 -4.3998 4.7711 0.1069
H -3.0891 -3.8146 4.5005 0.1197
C 2.5918 1.4530 -4.9715 -0.0440
C 2.1230 1.4591 -3.5421 -0.2553
C 1.7043 2.6354 -2.9307 -0.0169
C 1.2179 2.6312 -1.6313 -0.0405
C 1.1733 1.4377 -0.9390 -0.3735
C 1.5806 0.2455 -1.5247 -0.0754
C 2.0620 0.2665 -2.8177 -0.0247
S 0.4294 1.4528 0.6772 0.9456
C 1.8294 0.8765 1.6437 -0.1905
O 0.1729 2.8460 1.0827 -0.4304
H 2.8109 2.4612 -5.3196 0.0765
H 1.8126 1.0385 -5.6148 0.0903
H 3.4839 0.8382 -5.0922 0.0807
H 1.7421 3.5675 -3.4809 0.1178
H 0.8678 3.5370 -1.1516 0.1171
H 1.5020 -0.6951 -0.9895 0.1172
H 2.3794 -0.6565 -3.2885 0.1205
H 2.5942 1.6408 1.5284 0.0771
H 2.1786 -0.0847 1.2669 0.0550
H 1.5023 0.7977 2.6798 0.0655
```

Summary:
- Kohn-Sham gap: 7.9 eV
- Total energy: -115382.99755 eV
- E_LUMO: -1.5 eV
- Highest occupied orbital energy: -9.4 eV

=====

[2]
Density functional theory data (ωB97M-V/def2-TZVPD) for a cluster of 3 separate species, C35H62IN3O5 in total.

```
106
Properties=species:S:1:pos:R:3:lowdin_charge:R:1
C -0.9475 -0.0480 3.8470 -0.1027
C -1.3827 0.1233 2.3762 -0.2652
C -2.7647 -0.5003 2.2008 -0.2342
C -3.2805 -0.4014 0.7658 -0.2137
C -4.8009 -0.7246 0.6926 -0.1879
C -5.1078 -2.1361 0.1360 -0.1845
C -5.7277 -2.1019 -1.2800 -0.1950
C -4.8837 -2.8873 -2.2866 -0.2183
C -4.8262 -2.1542 -3.6394 -0.1987
C -3.9449 -0.9143 -3.4392 -0.2071
C -4.4994 0.3637 -4.1151 -0.1884
C -4.2600 1.6388 -3.2714 -0.1763
C -3.2137 2.6007 -3.8777 -0.1891
C -1.9729 2.6886 -3.0066 -0.1331
C -1.0079 1.5235 -3.1886 -0.1914
N -1.1425 0.7846 -4.2350 0.1850
C -0.2524 -0.2479 -4.2714 -0.2708
C -0.2985 -1.1480 -5.3251 -0.6185
I -1.7256 -0.8598 -6.8600 0.9201
C 0.4938 -2.1825 -5.4089 -0.1427
C 1.4221 -2.3991 -4.4058 -0.0340
C 1.5425 -1.5850 -3.3984 -0.1772
C 2.5508 -1.7835 -2.3183 -0.0632
C 3.9859 -1.4975 -2.8505 -0.2893
C 4.6456 -2.6830 -3.7460 -0.0110
O 4.0611 -1.2839 -4.1540 -0.0740
C 0.6847 -0.4869 -3.3110 -0.1401
N 0.8067 0.3514 -2.2449 0.2098
C -0.0236 1.3292 -2.1904 -0.2154
C 0.0857 2.2325 -0.9861 -0.1119
C 1.5421 2.6932 -0.7966 -0.2691
N 1.9091 3.7865 -1.7019 0.0057
H -1.2399 -1.0472 4.1584 0.0686
H 0.1249 0.0768 3.9461 0.0384
H -1.4894 0.6691 4.4562 0.0745
H -0.6604 -0.3909 1.7463 0.1008
H -1.4089 1.1887 2.1656 0.1013
H -2.7022 -1.5588 2.4517 0.1182
H -3.4613 0.0120 2.8602 0.1141
H -2.7377 -1.0618 0.0914 0.1036
H -3.1461 0.6242 0.4214 0.0960
H -5.1880 -0.6940 1.7063 0.0939
H -5.2801 0.0455 0.0938 0.0953
H -5.7352 -2.6710 0.8398 0.1004
H -4.1607 -2.6634 0.0395 0.0902
H -5.7737 -1.0694 -1.6179 0.0913
H -6.7416 -2.4892 -1.2666 0.1089
H -3.8501 -2.9931 -1.9591 0.1016
H -5.2890 -3.8859 -2.4401 0.1060
H -5.8514 -1.9030 -3.9104 0.1047
H -4.4610 -2.8149 -4.4203 0.1032
H -3.7951 -0.7434 -2.3757 0.0876
H -2.9777 -1.0833 -3.9040 0.0679
H -5.5658 0.2578 -4.2895 0.0983
H -4.0057 0.4387 -5.0755 0.0502
H -5.2179 2.1521 -3.2441 0.1001
H -4.0194 1.3939 -2.2379 0.0920
H -3.6683 3.5915 -3.8658 0.1042
H -3.0305 2.3780 -4.9216 0.1008
H -2.2979 2.6300 -1.9706 0.1035
H -1.3967 3.6012 -3.1621 0.1230
H 0.3971 -2.8621 -6.2333 0.0970
H 2.0800 -3.2493 -4.4595 0.1196
H 2.5813 -2.7852 -1.9064 0.1262
H 2.4940 -1.0437 -1.5297 0.0996
H 4.6483 -0.9837 -2.1894 0.1285
H 3.8387 -3.3580 -3.3464 0.0468
H 4.4687 -3.0311 -4.7675 0.1116
H -0.5132 3.1270 -1.0835 0.0954
H -0.1739 1.6095 -0.1295 0.1100
H 2.2187 1.8550 -0.9216 0.0947
H 1.6846 3.0668 0.2137 0.0996
H 1.7182 3.5020 -2.6560 0.0611
H 1.3159 4.5818 -1.5046 0.0617
C 3.3994 5.1309 5.0965 -0.1132
O 3.5565 3.9241 5.8198 -0.1877
C 2.3730 3.1392 5.8549 -0.2015
C 2.4313 1.9960 4.8668 -0.1991
O 2.4283 2.4669 3.5231 -0.1939
C 3.7144 2.4599 2.9280 -0.1009
H 4.3904 5.5495 4.9267 0.0886
H 2.9182 4.9684 4.1292 0.0828
H 2.8142 5.8490 5.6815 0.0878
H 1.4896 3.7599 5.6755 0.1263
H 2.2939 2.7240 6.8645 0.1256
H 1.5382 1.3769 4.9921 0.1047
H 3.3031 1.3666 5.0556 0.1237
H 4.0065 1.4317 2.6826 0.0701
H 4.4711 2.9085 3.5750 0.0894
H 3.6580 3.0294 2.0008 0.0832
C 3.4818 -3.6362 5.0613 -0.1088
O 3.2390 -3.6230 3.6656 -0.1870
C 2.5207 -2.4765 3.2384 -0.2032
C 3.4348 -1.4504 2.6046 -0.2017
O 4.3320 -0.8927 3.5532 -0.2146
C 5.6349 -1.4458 3.4762 -0.0999
H 4.2186 -4.4119 5.2640 0.0893
H 3.8732 -2.6806 5.4176 0.0837
H 2.5615 -3.8807 5.6026 0.0892
H 1.9602 -2.0367 4.0690 0.1207
H 1.7988 -2.8130 2.4869 0.1260
H 2.8242 -0.6260 2.2178 0.1184
H 3.9816 -1.8887 1.7643 0.1264
H 6.1574 -1.0610 2.5927 0.0906
H 5.6126 -2.5368 3.4397 0.0854
H 6.1842 -1.1311 4.3623 0.0911
```

Summary:
- Kohn-Sham gap: 8.5 eV
- Total energy: -60101.36728 eV
- E_LUMO: -0.2 eV
- Highest occupied orbital energy: -8.7 eV

=====

[3]
Density functional theory data (ωB97M-V/def2-TZVPD) for an isolated molecule of C18H15Cl2F3N2O3S.

```
44
Properties=species:S:1:pos:R:3:lowdin_charge:R:1
C -1.6810 -2.7919 -1.3548 -0.3154
O -0.7787 -2.4144 -2.0067 -0.0842
C -0.1519 -1.0896 -2.1579 -0.0275
C -0.6496 0.0276 -1.4479 -0.0200
C -0.4129 1.2035 -1.7997 -0.2819
N -0.9614 2.2945 -1.0712 0.1347
C -1.5181 2.3297 0.0961 -0.5178
O -2.1394 1.2829 0.6947 -0.0974
C -1.7456 3.6678 0.7615 -0.5559
S -0.9535 3.7049 2.2283 0.8899
C 1.0231 3.6283 1.5671 -0.1053
C 1.3302 2.1718 0.9692 -0.3929
O 2.2078 2.2007 0.1138 0.0269
N 0.5072 1.0828 1.4596 0.1396
C 0.8231 -0.2936 1.3921 -0.3690
C 1.6892 -0.6204 0.6066 0.0046
C 1.8528 -2.1338 0.0546 0.0143
C 1.1572 -2.8559 0.9164 -0.0925
C 0.2076 -2.4840 1.8954 -0.1057
C -0.7010 -3.4713 2.5552 -0.8509
F -1.9755 -3.5284 2.0595 0.1326
F -0.2052 -4.5959 2.7324 0.2519
F -0.9198 -3.1323 3.6676 0.2819
C 0.0162 -1.1625 1.9702 0.0330
C 0.6886 1.4610 -2.6730 -0.5765
Cl 1.3943 2.9786 -2.9213 0.7764
C 1.3576 0.3499 -3.1999 -0.1497
C 1.0031 -0.9404 -3.2466 -0.7048
Cl 1.6451 -2.1808 -3.9848 0.8683
H -1.9081 -3.9616 -1.4029 0.1488
H -1.6817 -2.6375 -0.3803 0.0187
H -2.6645 -2.2846 -1.7979 0.1416
H -1.6246 -0.1623 -0.8019 0.1806
H -0.3911 3.2660 -1.3175 0.1738
H -2.8919 3.6075 0.9322 0.1398
H -1.3627 4.4531 0.0592 0.0954
H 1.1310 4.2957 1.0560 -0.1037
H 1.7273 3.8562 2.4750 0.1364
H 0.1365 1.4160 2.2703 0.0465
H 2.3946 0.0153 -0.1382 0.1691
H 2.8020 -2.3995 -0.4821 0.1271
H 0.9644 -4.0296 0.6407 0.1731
H -0.8033 -0.7173 2.7804 0.2155
H 2.0627 0.5936 -3.7694 0.0308
```

Summary:
- Kohn-Sham gap: 8.2 eV
- Total energy: -72051.59081 eV
- E_LUMO: 0.1 eV
- Highest occupied orbital energy: -8.2 eV

=====

[4]
Density functional theory data (ωB97M-V/def2-TZVPD) for a structure of composition C49H41CoGeN8S5.

```
105
Properties=species:S:1:pos:R:3:lowdin_charge:R:1
Co 0.4362 0.3197 1.0208 0.2296
S 5.0060 5.7908 0.5352 1.0405
C 6.6360 5.2783 0.5559 -0.4202
C 6.7322 3.9241 0.6099 -0.1746
C 5.4597 3.2883 0.6334 -0.1119
C 4.4175 4.1698 0.5952 -0.4774
C 2.9720 3.8740 0.6195 -0.1825
C 2.5523 2.5446 0.7406 -0.0236
N 1.2826 2.1688 0.7895 0.0942
C 0.3386 3.1323 0.7377 -0.1529
C 0.6452 4.4879 0.5873 -0.1338
C -0.4470 5.4236 0.4972 -0.0102
C -1.7271 5.0055 0.5834 -0.0098
C -2.0495 3.6116 0.7673 -0.1378
C -3.3545 3.1249 0.8426 0.0121
C -3.5731 1.7681 0.9820 -0.2032
C -2.4547 0.9247 1.0781 -0.0901
N -1.1919 1.3558 0.9966 0.0317
C -1.0029 2.6945 0.8379 -0.1539
C -4.9339 1.2003 0.9690 -0.4759
C -5.3046 -0.1071 0.8705 -0.1112
C -6.7139 -0.2924 0.8183 -0.1682
C -7.3927 0.8833 0.8805 -0.4144
S -6.3299 2.2158 0.9970 1.0458
C 1.9929 4.8489 0.5277 0.0233
H 7.4286 6.0108 0.5267 0.0643
H 7.6724 3.3902 0.6317 0.1061
H 5.3396 2.2108 0.6747 0.0739
H 3.2841 1.7462 0.7969 0.1009
H -0.2161 6.4729 0.3540 0.1160
H -2.5444 5.7131 0.5064 0.1172
H -4.1885 3.8149 0.7681 0.1023
H -2.5789 -0.1413 1.2350 0.1091
H -4.6008 -0.9252 0.8118 0.0877
H -7.1883 -1.2597 0.7256 0.1038
H -8.4595 1.0464 0.8607 0.0650
H 2.2612 5.8935 0.4084 0.1031
N -1.0381 1.2280 4.2893 0.1195
C 0.2780 0.9019 4.2143 -0.6678
N 0.8512 0.4409 3.1454 0.0679
C 2.2086 0.2189 3.3480 -0.3113
C 2.6479 0.5024 4.5958 -0.3648
S 1.3433 1.0807 5.5734 1.0335
C 2.9795 -0.2867 2.1918 -0.3369
C 4.3499 -0.3190 2.2165 -0.6189
S 5.4181 -0.8165 0.9801 0.5625
C 2.6493 -1.2898 0.1014 -0.3660
N 2.2142 -0.5052 1.0387 0.0302
N 2.2073 -1.0660 -1.1795 0.1667
H -1.6112 1.1230 3.4710 0.0760
H -1.4421 1.5650 5.1403 0.0920
H 3.6409 0.4153 5.0070 0.0672
H 4.8080 0.1137 3.1018 0.0527
H 2.7953 -1.4172 -1.9224 0.1148
H 1.9438 -0.1011 -1.3168 0.0926
S -0.2913 -2.7477 1.1017 0.5042
C 3.0749 -2.6883 0.3647 -0.2918
N 3.5072 -3.0719 1.5275 0.0928
C 3.9330 -4.4367 1.7873 -0.1306
C 3.0156 -5.3671 1.0115 -0.1496
C 3.1123 -4.9991 -0.4591 -0.1379
N 2.9305 -3.5529 -0.6313 0.1259
H 3.7370 -2.3323 2.1831 0.0912
H 3.8764 -4.6162 2.8578 0.1304
H 4.9707 -4.5634 1.4721 0.1308
H 1.9901 -5.2224 1.3583 0.1127
H 3.2981 -6.4079 1.1594 0.1203
H 2.3455 -5.5045 -1.0414 0.1186
H 4.0836 -5.2866 -0.8638 0.1247
H 2.2608 -3.2763 -1.3423 0.1117
C -0.4270 -1.2286 0.4316 -0.8496
Ge -1.4963 -1.1785 -1.2473 0.9058
C -3.1585 -2.2367 -1.2337 -0.2758
C -3.5967 -2.9898 -0.1440 -0.1450
C -4.7788 -3.7227 -0.2107 -0.0944
C -5.5464 -3.7117 -1.3678 -0.0992
C -5.1210 -2.9763 -2.4667 -0.0874
C -3.9361 -2.2534 -2.3984 -0.1162
C -0.4105 -2.0451 -2.6414 -0.2728
C -0.1388 -3.4131 -2.5371 -0.1294
C 0.6777 -4.0506 -3.4671 -0.1097
C 1.2385 -3.3290 -4.5172 -0.1014
C 0.9550 -1.9755 -4.6460 -0.0933
C 0.1292 -1.3442 -3.7196 -0.1103
C -1.9004 0.6366 -1.8612 -0.2685
C -3.2091 1.0789 -2.0632 -0.1052
C -3.4699 2.3923 -2.4446 -0.0825
C -2.4223 3.2837 -2.6346 -0.0935
C -1.1124 2.8608 -2.4407 -0.0856
C -0.8570 1.5495 -2.0564 -0.1320
H -3.0033 -3.0175 0.7619 0.0513
H -5.0979 -4.3054 0.6468 0.1016
H -6.4694 -4.2771 -1.4171 0.0981
H -5.7079 -2.9707 -3.3778 0.0998
H -3.6087 -1.6938 -3.2704 0.1033
H -0.5708 -3.9793 -1.7179 0.0838
H 0.8699 -5.1155 -3.3837 0.0971
H 1.8763 -3.8238 -5.2403 0.0980
H 1.3719 -1.4125 -5.4732 0.0999
H -0.0911 -0.2892 -3.8384 0.0884
H -4.0383 0.3966 -1.9083 0.0926
H -4.4935 2.7188 -2.5878 0.1048
H -2.6247 4.3093 -2.9221 0.1023
H -0.2908 3.5557 -2.5795 0.1068
H 0.1653 1.2344 -1.8814 0.0795
```

Summary:
- Kohn-Sham gap (alpha / beta): 5.0 / 5.0 eV
- Total energy: -211718.33831 eV
- Energy relative to the best compared isomer or geometry (same formula, charge and spin): 0.00 kJ/mol
- E_LUMO (alpha / beta): -0.4 / -0.4 eV
- Highest occupied orbital energy (alpha / beta): -5.4 / -5.4 eV